Record 1
A 2-piece molecular cluster, C5H9NO2 overall in a non-equilibrium geometry. Source: OMol25; level of theory: wB97M-V/def2-TZVPD.

XYZ file:
```
17
C5H9NO2 | OMol25 | wB97M-V/def2-TZVPD
H -0.864 -1.816 0.795
N -0.682 -0.871 1.135
C -1.179 0.046 0.419
C -2.063 -0.091 -0.773
C -0.840 1.474 0.860
O -1.423 2.444 0.458
H -1.434 -0.145 -1.664
H -2.654 -1.004 -0.729
H -2.705 0.779 -0.886
H -0.239 1.473 1.787
C 2.389 -0.724 0.147
C 1.530 0.164 -0.689
O 1.011 -0.120 -1.732
H 2.472 -1.712 -0.298
H 3.375 -0.280 0.267
H 1.933 -0.810 1.133
H 1.374 1.194 -0.230
```

As for the energy above the lowest of the compared OMol25 structures with the same formula, charge and spin: 43.4 kcal/mol. The spin multiplicity is 1. Its structure (SMILES) is [H]/N=C(\C)C=O.CC=O. For the HOMO energy, the calculation gives -0.3677 Eh. For the frontier orbital gap, the calculation gives 9.927 eV. Its net charge is 0.

Atom charges from the Mulliken analysis, given in e for atoms 1 to 5: atom 1 (H): 0.2353, atom 2 (N): -0.6551, atom 3 (C): 0.7063, atom 4 (C): -1.0883, atom 5 (C): -0.1654

---

Record 2
C5H9NO2 in the gas phase in a non-equilibrium geometry. Source: OMol25; level of theory: wB97M-V/def2-TZVPD.

XYZ file:
```
17
C5H9NO2 | OMol25 | wB97M-V/def2-TZVPD
N -1.826 -0.471 -0.880
C -1.244 -0.317 0.445
C -0.090 0.704 0.484
C 1.091 0.169 1.299
O 1.611 -0.882 0.462
C 1.383 -0.539 -0.844
O 1.721 -1.256 -1.755
C 0.640 0.788 -0.857
H -1.304 -1.119 -1.448
H -2.780 -0.779 -0.822
H -2.032 0.040 1.102
H -0.879 -1.257 0.862
H -0.398 1.671 0.872
H 1.862 0.936 1.329
H 0.824 -0.187 2.284
H 1.413 1.555 -0.816
H 0.009 0.942 -1.718
```

As for the energy above the lowest of the compared OMol25 structures with the same formula, charge and spin: 12.7 kcal/mol. The spin multiplicity is 1. Its structure (SMILES) is NC[C@H]1COC(=O)C1. For the HOMO energy, the calculation gives -0.3539 Eh. For the frontier orbital gap, the calculation gives 10.489 eV. Its net charge is 0.

Atom charges from the Mulliken analysis, given in e for atoms 1 to 5: atom 1 (N): -0.5888, atom 2 (C): -0.7963, atom 3 (C): 0.2581, atom 4 (C): -0.7221, atom 5 (O): -0.3753

---

Record 3
C5H9NO2 in the gas phase. Source: OMol25; level of theory: wB97M-V/def2-TZVPD.

XYZ file:
```
17
C5H9NO2 | OMol25 | wB97M-V/def2-TZVPD
C 1.681 0.718 -1.198
C 0.864 0.812 0.084
N -0.504 0.333 -0.094
C -1.522 1.053 0.467
O -2.579 0.575 0.804
C -0.723 -1.082 -0.182
C -0.738 -1.826 1.134
O -1.074 -2.968 1.238
H 2.494 1.452 -1.215
H 2.133 -0.268 -1.358
H 1.050 1.021 -2.037
H 1.358 0.269 0.890
H 0.822 1.858 0.384
H -1.259 2.114 0.607
H 0.037 -1.527 -0.822
H -1.640 -1.321 -0.710
H -0.401 -1.215 2.007
```

As for the energy above the lowest of the compared OMol25 structures with the same formula, charge and spin: 23.0 kcal/mol. The spin multiplicity is 1. Its structure (SMILES) is CCN(C=O)CC=O. For the HOMO energy, the calculation gives -0.3509 Eh. For the frontier orbital gap, the calculation gives 10.282 eV. Its net charge is 0.

Atom charges from the Mulliken analysis, given in e for atoms 1 to 5: atom 1 (C): -1.2555, atom 2 (C): -0.3751, atom 3 (N): 0.1687, atom 4 (C): 0.0467, atom 5 (O): -0.5298

---

Record 4
C5H9NO2 as an isolated structure in a non-equilibrium geometry. Source: OMol25; level of theory: wB97M-V/def2-TZVPD.

XYZ file:
```
17
C5H9NO2 | OMol25 | wB97M-V/def2-TZVPD
C 0.757 1.833 0.946
C 0.585 0.051 0.118
C 1.782 1.549 0.027
C -0.997 -2.522 -0.276
N -0.760 -1.266 -0.967
C -0.749 -0.005 -0.354
O -0.165 2.799 0.691
O -1.624 0.839 -0.504
H -0.963 2.366 0.325
H -1.102 -1.237 -1.919
H 0.885 1.635 2.006
H 1.029 -0.665 0.793
H 1.722 1.957 -0.974
H 2.748 1.223 0.382
H -0.541 -3.343 -0.846
H -2.070 -2.709 -0.160
H -0.537 -2.505 0.713
```

As for the energy above the lowest of the compared OMol25 structures with the same formula, charge and spin: 102.1 kcal/mol. The spin multiplicity is 1. For the HOMO energy, the calculation gives -0.2895 Eh. For the frontier orbital gap, the calculation gives 8.635 eV. Its net charge is 0.

Atom charges from the Mulliken analysis, given in e for atoms 1 to 5: atom 1 (C): 0.0457, atom 2 (C): -0.7254, atom 3 (C): -0.5736, atom 4 (C): -0.7221, atom 5 (N): -0.2269

---

Record 5
C5H9NO2 in the gas phase in a non-equilibrium geometry. Source: OMol25; level of theory: wB97M-V/def2-TZVPD.

XYZ file:
```
17
C5H9NO2 | OMol25 | wB97M-V/def2-TZVPD
C -0.644 -0.676 1.344
C 0.698 -0.640 1.253
C -1.384 -0.349 -0.007
C -0.636 -0.777 -1.184
C 1.097 1.919 -0.031
N 1.299 -0.424 0.082
O -0.551 -2.071 -1.277
O 1.937 0.789 -0.095
H -1.163 -1.080 2.191
H 1.498 -0.878 2.037
H -2.379 -0.758 0.050
H -1.527 0.742 -0.075
H -0.518 -0.171 -1.951
H 0.530 2.039 0.875
H 0.207 1.883 -0.862
H 1.864 2.797 -0.189
H -0.330 -2.346 -2.162
```

As for the energy above the lowest of the compared OMol25 structures with the same formula, charge and spin: 156.8 kcal/mol. The spin multiplicity is 1. For the HOMO energy (spin up / spin down), the calculation gives -0.2689 / -0.2799 Eh. For the frontier orbital gap (spin up / spin down), the calculation gives 7.792 / 8.125 eV. Its net charge is 0.

Atom charges from the Mulliken analysis, given in e for atoms 1 to 5: atom 1 (C): -0.5072, atom 2 (C): -0.1733, atom 3 (C): -0.5452, atom 4 (C): -0.3684, atom 5 (C): -0.4339

---

Record 6
A 4-piece molecular cluster, C5H9NO2 overall in a non-equilibrium geometry. Source: OMol25; level of theory: wB97M-V/def2-TZVPD.

XYZ file:
```
17
C5H9NO2 | OMol25 | wB97M-V/def2-TZVPD
C 1.372 -0.443 0.562
C 0.041 -1.170 0.184
C -1.875 -0.264 -0.393
C -1.142 0.915 0.522
C 0.249 0.348 0.310
H 2.010 0.700 -1.370
H 2.821 -1.405 -0.808
H 1.771 -0.589 1.508
H -0.106 -2.020 1.081
H -2.249 0.202 -1.242
H -2.851 -0.711 0.136
H -1.573 0.774 1.619
H -1.373 1.965 0.317
H 0.823 2.182 -0.462
N 2.490 -0.133 -0.304
O -0.929 -1.198 -0.779
O 0.522 0.846 -0.880
```

As for the energy above the lowest of the compared OMol25 structures with the same formula, charge and spin: 306.3 kcal/mol. The spin multiplicity is 1. For the HOMO energy, the calculation gives -0.2847 Eh. For the frontier orbital gap, the calculation gives 6.838 eV. Its net charge is 0.

Atom charges from the Mulliken analysis, given in e for atoms 1 to 5: atom 1 (C): -0.5610, atom 2 (C): -0.3085, atom 3 (C): -0.3994, atom 4 (C): -0.7690, atom 5 (C): 1.1626

---

Record 7
C5H9NO2 in the gas phase in a non-equilibrium geometry. Source: OMol25; level of theory: wB97M-V/def2-TZVPD.

XYZ file:
```
17
C5H9NO2 | OMol25 | wB97M-V/def2-TZVPD
C -1.973 -1.147 0.674
C -1.351 -0.939 -0.482
N -1.623 -1.795 -1.599
C -0.599 0.342 -0.716
C 0.900 -0.041 -0.352
C 1.460 1.065 0.492
O 1.363 2.245 0.272
O 1.875 0.563 1.664
H -2.373 -2.045 1.118
H -2.146 -0.245 1.254
H -0.880 -2.379 -1.978
H -2.315 -2.468 -1.284
H -0.925 1.154 -0.073
H -0.580 0.840 -1.691
H 0.934 -0.961 0.224
H 1.614 -0.254 -1.156
H 2.227 1.191 2.289
```

As for the energy above the lowest of the compared OMol25 structures with the same formula, charge and spin: 30.9 kcal/mol. The spin multiplicity is 1. Its structure (SMILES) is C=C(N)CCC(=O)O. For the HOMO energy, the calculation gives -0.3252 Eh. For the frontier orbital gap, the calculation gives 9.605 eV. Its net charge is 0.

Atom charges from the Mulliken analysis, given in e for atoms 1 to 5: atom 1 (C): -1.0762, atom 2 (C): 0.4580, atom 3 (N): -0.5419, atom 4 (C): -0.6915, atom 5 (C): -0.4765

---

Record 8
C5H9NO2 in the gas phase in a non-equilibrium geometry. Source: OMol25; level of theory: wB97M-V/def2-TZVPD.

XYZ file:
```
17
C5H9NO2 | OMol25 | wB97M-V/def2-TZVPD
N -1.488 2.245 -0.988
C -0.834 0.996 -1.082
C 0.569 0.228 -0.754
O 1.612 0.344 0.177
C 1.683 -0.798 0.929
C 0.116 -1.387 1.311
O -0.850 -1.524 0.172
C -0.654 -0.012 -0.072
H -1.377 2.926 -0.162
H -2.408 2.199 -1.232
H -1.153 0.301 -2.006
H 0.684 -0.446 -1.551
H 1.958 -1.671 0.180
H 2.134 -0.512 1.865
H 0.082 -2.554 1.577
H -0.387 -0.977 2.326
H -0.492 0.292 1.133
```

As for the energy above the lowest of the compared OMol25 structures with the same formula, charge and spin: 179.7 kcal/mol. The spin multiplicity is 1. Its structure (SMILES) is NC1[C@H]2OCCO[C@H]12. For the HOMO energy, the calculation gives -0.3264 Eh. For the frontier orbital gap, the calculation gives 9.883 eV. Its net charge is 0.

Atom charges from the Mulliken analysis, given in e for atoms 1 to 5: atom 1 (N): -0.5355, atom 2 (C): -0.0972, atom 3 (C): -0.3980, atom 4 (O): -0.4041, atom 5 (C): -0.3183

---

What did the second record say?
C5H9NO2 in the gas phase in a non-equilibrium geometry. Source: OMol25; level of theory: wB97M-V/def2-TZVPD.

XYZ file:
```
17
C5H9NO2 | OMol25 | wB97M-V/def2-TZVPD
N -1.826 -0.471 -0.880
C -1.244 -0.317 0.445
C -0.090 0.704 0.484
C 1.091 0.169 1.299
O 1.611 -0.882 0.462
C 1.383 -0.539 -0.844
O 1.721 -1.256 -1.755
C 0.640 0.788 -0.857
H -1.304 -1.119 -1.448
H -2.780 -0.779 -0.822
H -2.032 0.040 1.102
H -0.879 -1.257 0.862
H -0.398 1.671 0.872
H 1.862 0.936 1.329
H 0.824 -0.187 2.284
H 1.413 1.555 -0.816
H 0.009 0.942 -1.718
```

As for the energy above the lowest of the compared OMol25 structures with the same formula, charge and spin: 12.7 kcal/mol. The spin multiplicity is 1. Its structure (SMILES) is NC[C@H]1COC(=O)C1. For the HOMO energy, the calculation gives -0.3539 Eh. For the frontier orbital gap, the calculation gives 10.489 eV. Its net charge is 0.

Atom charges from the Mulliken analysis, given in e for atoms 1 to 5: atom 1 (N): -0.5888, atom 2 (C): -0.7963, atom 3 (C): 0.2581, atom 4 (C): -0.7221, atom 5 (O): -0.3753